1.
Density functional theory data (the ωB97M-V functional and the def2-TZVPD basis) for 2 unconnected molecules or ions with the total composition C6H15NO in a non-equilibrium geometry.

The value obtained for the calculated total energy is -367.605711 a.u. Its SMILES is CCC(N)=O.CCC. As for the gap between HOMO and LUMO: 10.748 eV. The HOMO energy is -9.91 eV.

Element x y z (Å)
C: -0.49 0.50 1.54
C: -0.58 1.56 2.66
C: -1.36 0.85 0.37
O: -1.22 1.84 -0.32
N: -2.38 -0.02 0.09
H: 0.55 0.46 1.23
H: -0.82 -0.44 2.00
H: -0.82 2.53 2.21
H: -2.94 0.25 -0.70
H: -2.61 -0.85 0.61
H: 0.34 1.68 3.22
H: -1.46 1.39 3.29
C: 1.47 -1.57 -1.00
C: 1.13 -1.20 -2.44
C: 3.03 -1.44 -0.83
H: 1.08 -0.84 -0.30
H: 1.18 -2.58 -0.71
H: 0.11 -1.50 -2.72
H: 1.76 -1.74 -3.15
H: 3.46 -2.35 -0.40
H: 3.55 -1.26 -1.77
H: 1.11 -0.12 -2.56
H: 3.26 -0.65 -0.11

Here are the natural (NBO) charges for atoms 1 to 5, given in e:
1 C -0.50
2 C -0.60
3 C 0.68
4 O -0.62
5 N -0.83


2.
Density functional theory data (the ωB97M-V functional and the def2-TZVPD basis) for 2 unconnected molecules or ions with the total composition C2H2N2O3 in a non-equilibrium geometry.

The value obtained for the calculated total energy is -412.348566 a.u. As for the gap between HOMO and LUMO (alpha / beta): 9.009 / 5.444 eV. The HOMO energy (alpha / beta) is -11.47 / -9.48 eV.

Element x y z (Å)
C: 2.16 -0.23 0.41
C: -0.83 -0.57 -0.33
N: 3.21 0.03 0.00
N: -0.24 0.77 -0.29
O: 0.43 1.19 -1.22
O: -0.69 1.48 0.61
O: -1.60 -1.01 0.59
H: -0.62 -1.33 -1.06
H: -1.82 -0.31 1.29

Here are the natural (NBO) charges for atoms 1 to 5, given in e:
1 C 0.18
2 C 0.40
3 N -0.47
4 N 0.41
5 O -0.31


3.
Density functional theory data (the ωB97M-V functional and the def2-TZVPD basis) for 2 unconnected molecules or ions with the total composition C4H6N2OS in a non-equilibrium geometry.

The value obtained for the calculated total energy is -738.760535 a.u. As for the gap between HOMO and LUMO: 8.573 eV. The HOMO energy is -8.72 eV.

Element x y z (Å)
C: -1.55 -0.18 0.73
C: 0.41 -1.08 -0.68
C: -1.05 -1.17 -0.24
C: 0.34 1.18 0.19
N: -0.91 0.89 0.82
N: 1.08 -0.01 -0.40
O: 2.35 0.11 -0.54
S: 1.36 2.09 1.35
H: -2.42 -0.31 1.38
H: 0.87 -1.94 -1.01
H: -1.22 -2.19 0.03
H: -1.77 -1.11 -1.17
H: 0.17 2.25 -1.05
H: 2.34 1.46 0.60

Here are the natural (NBO) charges for atoms 1 to 5, given in e:
1 C 0.15
2 C 0.06
3 C -0.53
4 C -0.02
5 N -0.45


4.
Density functional theory data (the ωB97M-V functional and the def2-TZVPD basis) for a single C15H20N2O3 molecule.

The value obtained for the calculated total energy is -918.861202 a.u. Its SMILES is O=C(NCCc1ccccc1)C(=O)NC[C@H]1CCCO1. As for the gap between HOMO and LUMO: 9.963 eV. The HOMO energy is -9.10 eV.

Element x y z (Å)
O: 1.38 1.40 -0.39
C: 0.70 1.55 0.61
N: 1.14 1.64 1.87
H: 0.41 1.70 2.58
C: 2.48 1.31 2.27
H: 3.10 1.36 1.37
H: 2.83 2.05 3.00
C: 2.55 -0.10 2.88
C: 2.04 -1.10 1.88
C: 2.90 -1.64 0.93
C: 2.43 -2.51 -0.04
C: 1.08 -2.84 -0.07
C: 0.22 -2.30 0.86
C: 0.70 -1.43 1.83
H: 0.01 -1.01 2.55
H: -0.83 -2.54 0.84
H: 0.72 -3.52 -0.83
H: 3.11 -2.92 -0.76
H: 3.95 -1.38 0.95
H: 1.93 -0.13 3.78
H: 3.58 -0.32 3.15
C: -0.83 1.68 0.54
O: -1.52 1.75 1.54
N: -1.24 1.72 -0.73
H: -0.51 1.62 -1.42
C: -2.62 1.69 -1.15
H: -3.22 1.58 -0.25
H: -2.88 2.63 -1.65
C: -2.89 0.52 -2.11
H: -3.96 0.56 -2.39
C: -2.00 0.52 -3.37
H: -2.60 0.32 -4.25
H: -1.50 1.48 -3.51
C: -1.02 -0.63 -3.11
H: -0.15 -0.29 -2.55
C: -1.87 -1.55 -2.25
H: -2.54 -2.16 -2.88
O: -2.64 -0.70 -1.43
H: -1.29 -2.20 -1.60
H: -0.68 -1.10 -4.03

Here are the natural (NBO) charges for atoms 1 to 5, given in e:
1 O -0.63
2 C 0.59
3 N -0.59
4 H 0.42
5 C -0.22


5.
Density functional theory data (the ωB97M-V functional and the def2-TZVPD basis) for a molecular structure, C49H42BrClI2N9O2PSSr in a non-equilibrium geometry.

The value obtained for the calculated total energy is -6935.693898 a.u. As for the gap between HOMO and LUMO: 6.830 eV. The HOMO energy is -6.71 eV.

Element x y z (Å)
Sr: -0.07 1.17 1.23
N: -1.49 0.60 -3.20
C: -1.12 0.45 -1.88
S: 0.49 0.93 -1.54
N: -2.02 -0.03 -1.09
N: -1.80 -0.10 0.24
C: -2.62 -0.87 0.87
C: -2.60 -1.23 2.26
C: -3.41 -2.30 2.64
C: -3.42 -2.80 3.92
C: -2.64 -2.18 4.89
C: -1.86 -1.10 4.56
C: -1.77 -0.60 3.24
O: -0.98 0.37 2.96
H: -0.75 0.46 -3.88
H: -2.37 0.15 -3.43
H: -3.40 -1.36 0.28
H: -4.01 -2.77 1.88
H: -4.04 -3.65 4.17
H: -2.65 -2.56 5.91
H: -1.26 -0.60 5.31
C: 2.59 4.70 2.49
C: 2.34 3.70 1.38
O: 1.22 3.38 1.03
N: 3.46 3.28 0.76
C: 3.44 2.44 -0.41
C: 3.79 1.01 -0.14
C: 4.85 0.39 -0.79
C: 5.10 -0.95 -0.56
C: 4.30 -1.62 0.35
C: 3.28 -0.91 0.98
N: 3.03 0.36 0.73
H: 1.66 4.95 2.99
H: 3.01 5.62 2.06
H: 3.31 4.32 3.21
H: 4.35 3.52 1.16
H: 4.12 2.86 -1.16
H: 2.42 2.47 -0.80
H: 5.47 0.95 -1.48
H: 5.91 -1.45 -1.06
H: 4.46 -2.66 0.57
H: 2.65 -1.39 1.71
Cl: 0.17 -2.72 1.90
C: 0.66 -4.09 0.94
C: 1.24 -5.19 1.54
C: 1.61 -6.27 0.77
C: 1.41 -6.25 -0.60
C: 0.82 -5.14 -1.20
C: 0.42 -4.05 -0.44
P: -0.45 -2.56 -1.10
C: 0.12 -2.66 -2.84
C: 1.34 -2.03 -3.07
C: 1.84 -1.93 -4.35
C: 1.13 -2.45 -5.42
C: -0.07 -3.09 -5.20
C: -0.58 -3.20 -3.91
C: -2.14 -3.29 -1.20
C: -2.56 -4.27 -0.30
C: -3.89 -4.63 -0.24
C: -4.82 -4.03 -1.06
C: -4.41 -3.07 -1.97
C: -3.08 -2.69 -2.03
H: 1.38 -5.19 2.61
H: 2.05 -7.14 1.23
H: 1.71 -7.09 -1.21
H: 0.66 -5.12 -2.27
H: 1.88 -1.61 -2.24
H: 2.78 -1.43 -4.53
H: 1.51 -2.34 -6.42
H: -0.62 -3.51 -6.03
H: -1.52 -3.71 -3.74
H: -1.84 -4.74 0.36
H: -4.19 -5.38 0.47
H: -5.86 -4.30 -0.98
H: -5.13 -2.60 -2.62
H: -2.77 -1.92 -2.72
Br: -2.59 3.35 -5.96
C: -0.86 3.76 -5.31
C: 0.18 3.87 -6.22
C: 1.45 4.18 -5.78
C: 1.69 4.38 -4.43
C: 0.65 4.27 -3.52
C: -0.63 3.97 -3.96
I: -2.21 3.92 -2.56
H: -0.03 3.72 -7.27
H: 2.25 4.26 -6.50
H: 2.68 4.65 -4.09
H: 0.83 4.43 -2.47
N: -1.30 7.93 0.81
C: -1.63 6.93 1.26
C: -1.99 5.70 1.86
C: -2.76 5.65 3.02
C: -3.01 4.41 3.58
C: -2.47 3.28 2.97
N: -1.75 3.33 1.87
C: -1.52 4.50 1.31
H: -3.13 6.56 3.46
H: -3.60 4.32 4.48
H: -2.62 2.30 3.39
H: -0.94 4.50 0.40
I: 1.28 2.29 7.39
C: 1.45 1.11 5.68
C: 1.35 -0.27 5.61
N: 1.55 -0.58 4.32
N: 1.76 0.48 3.56
C: 1.71 1.52 4.36
H: 1.15 -0.99 6.37
H: 1.44 -1.49 3.89
H: 1.85 2.51 3.98

Here are the Mulliken charges for atoms 1 to 5, given in e:
1 Sr 2.83
2 N 0.13
3 C -0.67
4 S -0.32
5 N -1.02


6.
Density functional theory data (the ωB97M-V functional and the def2-TZVPD basis) for a molecular structure, C23H30AsCrN4O2PSSe2 in a non-equilibrium geometry.

The value obtained for the calculated total energy is -10086.469563 a.u. As for the multiplicity: 4. As for the expectation value of S²: 3.933. The charge is +1. As for the gap between HOMO and LUMO (alpha / beta): 5.957 / 8.383 eV. The HOMO energy (alpha / beta) is -10.67 / -10.73 eV.

Element x y z (Å)
Cr: -0.23 0.32 -0.59
Se: 0.14 0.08 2.04
P: -1.40 -1.48 1.90
Se: -2.14 -1.73 -0.14
C: -0.68 -3.03 2.56
C: -0.80 -4.24 1.90
C: -0.23 -5.38 2.45
C: 0.45 -5.30 3.65
C: 0.55 -4.09 4.33
C: -0.02 -2.95 3.78
C: -2.80 -1.14 3.03
C: -2.62 -0.33 4.14
C: -3.67 -0.15 5.02
C: -4.89 -0.76 4.78
C: -5.07 -1.56 3.67
C: -4.02 -1.76 2.79
H: -1.35 -4.29 0.96
H: -0.32 -6.32 1.94
H: 0.92 -6.18 4.06
H: 1.06 -4.03 5.28
H: 0.07 -2.00 4.28
H: -1.67 0.16 4.31
H: -3.53 0.48 5.88
H: -5.71 -0.62 5.47
H: -6.02 -2.03 3.47
H: -4.14 -2.38 1.91
C: -3.07 4.54 0.73
N: -2.04 3.58 0.42
C: -0.64 3.97 0.44
C: -2.36 2.32 0.08
C: -3.80 1.90 0.05
O: -1.45 1.50 -0.20
H: -2.61 5.48 1.00
H: -3.68 4.20 1.57
H: -3.72 4.70 -0.13
H: -0.56 5.00 0.76
H: -0.20 3.87 -0.56
H: -0.07 3.33 1.12
H: -4.32 2.40 -0.76
H: -4.29 2.15 0.99
H: -3.85 0.82 -0.11
N: 1.58 -3.16 -1.20
C: 1.75 -1.85 -0.88
O: 0.75 -1.04 -1.04
C: 2.99 -1.30 -0.51
C: 2.89 0.07 -0.26
N: 2.54 1.16 -0.12
C: 4.14 -2.08 -0.40
N: 5.07 -2.76 -0.33
H: 0.63 -3.51 -1.20
H: 2.30 -3.81 -0.92
C: -1.11 -0.88 -3.95
As: 0.46 0.28 -3.96
C: 0.45 1.21 -5.67
C: 2.07 -0.82 -4.04
S: 0.35 1.82 -2.51
H: -1.01 -1.63 -4.73
H: -1.99 -0.27 -4.13
H: -1.20 -1.36 -2.97
H: 0.35 0.52 -6.50
H: 1.38 1.77 -5.77
H: -0.38 1.92 -5.70
H: 2.29 -1.00 -5.10
H: 1.91 -1.78 -3.55
H: 2.91 -0.30 -3.59

Here are the natural (NBO) charges for atoms 1 to 5, given in e:
1 Cr 1.18
2 Se -0.27
3 P 0.97
4 Se -0.37
5 C -0.32


- The highest calculated total energy belongs to which entry?
  C6H15NO